C36H50AsAuN4PS | ωB97M-V with the def2-TZVPD basis set

```
94
Properties=species:S:1:pos:R:3
H -4.261 -1.992 1.695
C -3.843 -2.910 1.282
H -5.248 0.334 1.717
C 0.349 5.994 -3.667
H 3.367 -1.122 1.557
C -2.945 1.319 -0.569
H -3.804 -2.834 0.189
C -2.395 -0.836 -2.516
C -3.755 -1.073 -2.731
C -0.275 4.285 -5.248
H -3.420 4.175 1.212
H -0.790 -2.006 2.264
H -2.848 5.559 -5.606
H -1.224 2.831 -2.738
N -1.576 -2.012 1.628
H -0.839 -4.599 1.634
C -3.820 0.479 0.129
H -2.439 -5.328 1.666
C -4.883 5.156 -5.067
H 1.784 3.257 -1.121
H 3.285 2.776 -0.323
C -2.566 -3.276 3.406
H 0.121 6.588 -2.789
H -4.519 -3.729 1.522
H -0.537 -2.599 -0.041
C -5.533 2.836 -5.010
H 2.977 -1.144 -0.860
H -2.834 2.238 -3.202
C 2.798 -0.290 1.138
H 2.240 6.945 -4.017
H -6.874 4.472 -4.655
H -0.115 1.339 -4.379
C -3.588 4.795 -5.409
H 0.013 2.144 3.227
H -4.969 2.680 2.430
S 2.077 0.973 -1.262
C -0.038 1.439 2.393
H 0.382 -0.424 3.341
H -3.945 -0.552 -0.169
H -1.978 -1.864 -0.305
C -4.558 0.979 1.190
C 2.217 2.561 -0.399
H -6.302 2.082 -4.900
C -4.409 2.303 1.585
C 1.816 5.454 -5.497
H 1.786 0.605 3.223
As -1.445 2.866 -5.872
N 0.258 2.074 1.093
C -3.230 -3.292 -3.511
C 1.561 2.723 0.986
H -4.489 -0.302 -2.528
H 1.112 3.947 -6.853
C 3.115 -0.196 -0.338
C -3.532 3.144 0.903
H -1.914 -4.480 0.216
C -5.854 4.181 -4.871
C -0.567 5.050 -4.113
C -1.192 1.503 -4.440
C -1.875 -4.467 1.309
H -5.141 6.203 -4.979
H -1.508 4.922 -3.591
H 1.166 -1.441 1.552
H -1.659 0.582 -4.790
N -1.152 -1.850 0.292
H -3.558 -4.247 -3.900
N 1.346 -0.450 1.437
H 4.152 0.113 -0.478
H 1.491 3.795 1.177
C -1.773 1.962 -3.111
H -3.272 -4.056 3.685
H -1.598 -3.533 3.845
Au -0.085 0.084 -0.297
H -3.993 1.421 -5.491
H -0.486 2.735 0.896
H -5.217 -2.500 -3.371
H 2.217 2.316 1.750
C -1.454 -1.831 -2.823
C 0.906 0.263 2.678
H -2.134 3.325 -0.704
P -1.799 0.695 -1.795
C -4.235 2.468 -5.332
H -1.146 -3.818 -3.565
H 3.164 0.606 1.628
C -1.872 -3.053 -3.324
H -1.063 1.066 2.329
H -2.911 -2.334 3.835
C 1.539 6.194 -4.357
C 0.906 4.503 -5.947
C -2.472 -3.180 1.889
H -0.396 -1.637 -2.675
C -4.163 -2.306 -3.218
H 2.731 5.626 -6.048
C -3.245 3.445 -5.486
C -2.802 2.659 -0.167
```

Output
Energy relative to the best compared isomer or geometry (same formula, charge and spin) = 14.9 kcal per mole
LUMO energy (spin up / spin down) = -11.4 / -11.4 eV
Orbital gap (spin up / spin down) = 3.0 / 3.0 eV
Net charge = +3

These are the Mulliken partial charges, in e, on atoms 1 to 4: atom 1 (H): 0.14, atom 2 (C): -1.45, atom 3 (H): 0.56, atom 4 (C): -0.90

C36H50BN5O14P | ωB97M-V with the def2-TZVPD basis set

```
107
Properties=species:S:1:pos:R:3
H -0.692 2.624 4.765
O 2.132 2.528 -0.009
C 2.200 4.760 0.952
H 5.108 -0.389 4.726
H 5.800 -2.974 3.504
H 2.084 -0.938 -1.484
H 0.419 3.807 -0.057
O 5.762 -3.767 6.273
N 1.677 -0.679 1.617
N 2.280 -1.447 4.773
C 0.317 -0.771 2.158
C 3.799 -4.274 -0.007
O 2.995 -0.973 7.011
C -1.386 0.603 -1.946
C -6.894 3.528 -3.613
N 3.036 1.251 2.189
H 0.396 -1.834 -3.065
H 4.991 -3.588 6.829
B 1.718 1.487 4.321
H -1.202 1.293 5.865
C -6.561 2.159 -5.719
H 4.271 -3.217 4.510
O -9.071 4.612 -6.199
H -2.396 -2.049 3.557
H 4.761 -3.276 1.658
H -1.597 -0.564 -5.418
H 1.229 -4.850 0.775
N -1.162 -0.486 -2.744
H 3.875 1.214 4.102
H -1.135 -3.563 1.761
H -3.935 -2.314 2.599
N 1.691 1.265 0.271
C 1.267 3.536 0.608
C 1.091 -0.452 -1.546
H 3.644 -1.312 1.723
O -3.705 0.159 -6.801
C -0.065 -0.328 -6.953
H 3.269 4.442 1.066
H 2.915 2.262 2.240
H 0.786 -3.140 0.478
C 2.105 0.633 1.349
H 2.150 5.576 0.198
C -2.199 0.491 -8.669
C -0.823 0.465 -9.166
H -0.024 -3.876 3.231
C -2.727 -0.504 1.980
H 5.215 -0.742 2.990
H -7.765 2.679 -7.385
H 1.978 -0.254 -8.040
C -6.205 2.434 -4.294
H -0.929 2.085 -0.368
H -2.381 1.084 -2.109
C -3.265 -1.551 3.052
H -3.616 0.135 1.745
C -7.497 2.870 -6.355
C 3.116 -0.799 3.758
H 1.844 5.172 1.929
H 4.275 -5.017 2.083
H -4.238 0.462 -7.563
H -6.615 3.729 -2.587
O -0.387 0.472 2.059
O 0.555 0.902 4.805
H -2.346 -1.057 1.096
C 4.679 -1.054 3.927
C -1.436 -0.280 -6.450
C 2.968 0.759 3.613
H 3.214 -3.446 -0.460
O 0.875 -0.685 -6.265
H -9.093 5.602 -4.315
P 2.440 -3.318 2.396
H -1.486 -0.038 3.743
H 4.837 -4.249 -0.428
C -1.649 0.380 2.718
H 5.593 -1.724 6.323
H 0.232 -1.179 3.195
C -8.203 3.950 -5.666
C -0.317 1.847 5.468
C 5.986 -2.495 5.605
H 0.170 2.321 6.355
C 0.776 0.685 -0.694
H -2.082 1.402 2.877
H -0.262 -1.478 1.501
H -0.661 0.764 -10.192
O 1.452 0.054 -8.800
C 2.710 -1.443 2.338
C 0.098 -0.939 -2.469
C -0.278 -4.135 2.180
H 3.387 -5.287 -0.200
O -3.143 0.816 -9.361
C 3.983 -4.078 1.569
C -0.557 1.217 -0.943
C 1.037 -3.875 1.290
O -5.358 1.749 -3.748
C -7.827 4.241 -4.249
O 1.831 2.897 4.519
H -0.566 -5.214 2.104
H -3.836 -1.035 3.863
H -5.279 0.808 -5.658
H 7.068 -2.346 5.405
C 0.178 0.085 -8.368
O -5.894 1.162 -6.329
O -8.473 5.253 -3.647
C 2.672 -1.328 5.941
C 5.114 -2.523 4.262
C -2.436 0.104 -7.246
H 0.912 3.105 1.583
H 2.689 3.211 4.200
```

Output
LUMO energy = -3.0 eV
Orbital gap = 7.7 eV
Net charge = +1

These are the Mulliken partial charges, in e, on atoms 1 to 4: atom 1 (H): 0.30, atom 2 (O): -0.42, atom 3 (C): -1.27, atom 4 (H): 0.56

C36H50BeO3SSe | ωB97M-V with the def2-TZVPD basis set

```
92
Properties=species:S:1:pos:R:3
C 0.609 1.449 -3.514
H -2.383 7.535 0.416
C 1.198 -4.722 0.428
C -1.335 2.955 -2.977
H -0.108 -5.812 1.779
H -1.089 2.034 -5.483
C -1.608 -0.270 -0.093
H -2.331 -3.979 -2.463
C -1.437 0.519 -2.381
C 2.397 -5.638 0.680
H 0.964 2.172 -4.255
H 3.288 0.311 3.775
C -4.233 -2.432 -3.697
H -2.586 1.385 -4.810
H 5.217 -2.679 4.770
O 1.023 -0.142 3.781
C 2.232 -2.096 3.079
H -0.916 3.235 -2.014
C -1.390 7.736 0.009
O -0.658 3.257 1.357
H 0.744 4.060 3.603
H 4.832 -0.271 4.443
C -3.883 -2.475 -2.209
O -0.146 1.501 -0.635
H -4.932 -3.240 -3.931
H -3.018 -3.934 -0.842
H -5.652 -1.367 -1.598
C 2.820 -1.788 5.509
C -1.294 8.804 -0.884
H 2.509 2.432 0.783
C 2.226 -3.207 2.250
H -4.705 -1.486 -3.971
H -3.946 -4.654 -2.166
H -5.015 -2.425 -0.341
C -0.066 9.134 -1.449
H 3.035 -3.917 2.353
H 2.324 -6.523 0.041
H -0.536 -2.626 0.411
C 1.202 -4.340 -1.060
H 2.410 -2.764 5.787
C -5.190 -2.339 -1.414
C -1.022 0.614 -1.027
S 0.727 3.987 1.238
C 4.025 -0.489 3.734
C 1.040 8.365 -1.105
C 1.238 -3.464 1.292
H 4.449 -0.519 2.727
H 1.878 2.313 2.475
C 0.894 4.802 2.819
H 0.024 9.962 -2.146
Se -1.120 -0.014 1.750
H -2.961 -1.865 0.282
Be 0.049 1.804 0.898
C -2.908 -1.367 -1.810
H 2.014 8.598 -1.535
H 1.900 5.220 2.856
C 1.631 2.476 1.427
C -2.529 -1.225 -0.481
C -0.079 -5.521 0.727
H 2.034 -1.041 5.588
H -0.969 -4.923 0.524
H -2.180 9.381 -1.146
H 1.083 1.662 -2.559
C 0.898 7.296 -0.220
C 3.363 -1.834 4.072
H -3.348 -2.564 -4.322
C 0.240 -2.503 1.161
H 3.339 -5.133 0.453
C 1.163 -1.126 2.995
H -2.424 3.025 -2.906
H 3.631 -1.549 6.207
H 4.047 -3.903 4.260
C 0.239 -1.365 1.935
H 0.338 -3.722 -1.313
H 4.934 -2.963 3.048
H -0.128 -6.427 0.111
H 1.805 6.715 -0.022
H 2.435 -5.973 1.719
C -0.920 1.536 -3.399
C -1.498 1.289 -4.797
H 0.912 0.449 -3.839
C -0.311 6.912 0.396
H -2.649 -0.543 -3.759
C -2.347 -0.474 -2.724
H -1.235 0.299 -5.181
C 4.449 -2.913 4.027
H -0.994 3.683 -3.719
H -5.898 -3.122 -1.703
H 1.176 -5.234 -1.694
H 0.152 5.599 2.825
H 2.097 -3.764 -1.304
C -3.258 -3.843 -1.903
```

Output
Energy relative to the best compared isomer or geometry (same formula, charge and spin) = 4.3 kcal per mole
LUMO energy = 3.9 eV
Orbital gap = 4.8 eV
Net charge = -2

These are the Mulliken partial charges, in e, on atoms 1 to 4: atom 1 (C): -1.60, atom 2 (H): 0.23, atom 3 (C): 2.41, atom 4 (C): -1.66

C36H50IrN7O4Sb | ωB97M-V with the def2-TZVPD basis set

```
99
Properties=species:S:1:pos:R:3
H 2.862 -4.462 1.003
C 3.511 -0.232 -3.127
H 2.512 0.160 0.479
C -3.525 -1.223 -0.464
H 4.323 -3.513 0.786
C -2.957 -0.944 3.273
H 1.655 -6.888 -1.252
Ir 0.229 1.366 -1.346
C -0.262 -5.538 0.181
H 1.005 -6.633 -2.881
N 0.283 3.228 -1.998
Sb 1.034 -3.560 -1.814
C 0.045 -5.425 -1.312
C -1.702 2.479 -3.111
H -4.325 1.633 -5.040
H 3.783 -1.251 -3.368
H 2.789 -2.694 1.014
H 4.583 1.110 1.508
H 0.985 -1.320 3.407
C -3.061 0.274 -3.965
H -2.788 2.239 3.810
C -0.789 -1.191 2.203
C -0.565 -1.497 -0.260
H 3.415 -2.654 -1.423
N -0.853 1.944 0.204
C 4.559 0.688 -2.628
H 3.246 -5.723 -1.186
C -1.416 -1.218 0.951
N -1.661 2.410 2.109
C -3.793 -0.800 4.512
H 3.595 4.858 -0.385
H 5.304 0.891 -3.407
H -4.590 -1.387 -0.319
H 5.119 0.263 -1.791
C 4.256 3.060 0.645
C 2.798 1.193 0.343
H -4.179 4.387 3.689
N -2.682 2.225 1.269
H -3.181 -0.803 5.411
O -1.082 4.774 -3.061
H 3.469 -4.846 -2.709
H -3.412 -0.280 -1.002
H -4.512 -1.617 4.589
H 0.658 -5.621 0.763
C -0.821 3.654 -2.726
C 2.273 3.226 -0.662
C -3.478 1.529 -4.376
C 2.177 0.247 -3.503
H -3.370 5.904 3.309
C -1.572 -1.041 3.343
C 0.688 -1.414 2.365
H 0.463 2.331 1.865
H 5.155 3.498 1.058
H -0.834 6.074 3.437
C -0.524 2.236 1.450
H 4.147 1.653 -2.324
H -0.819 5.012 2.045
H 1.558 -0.501 -3.992
C -3.323 4.824 3.175
C 3.946 1.730 0.894
O -0.648 -2.644 -0.788
H 0.960 -2.422 2.046
H -1.996 4.410 4.806
C 3.258 -3.556 0.543
H -1.088 -1.039 4.313
H -1.620 -0.782 -2.744
H -1.042 2.357 4.072
H 0.143 4.616 3.488
H -0.845 -6.442 0.370
H 2.207 1.152 -4.117
H 1.615 0.550 -2.564
O 0.273 -0.648 -0.687
H -4.634 -0.964 1.946
C -1.984 0.171 -3.101
H -3.563 -0.624 -4.297
C -3.554 -1.012 2.020
C -1.884 2.770 3.515
H -3.431 4.622 2.108
H -0.845 -4.696 0.553
H 1.276 -0.713 1.775
C -2.006 4.282 3.720
H -0.871 -5.253 -1.884
H -3.033 3.654 -4.267
O 1.497 5.192 -1.731
C -2.814 -1.159 0.857
C 0.753 -6.674 -1.820
C -2.780 2.651 -3.950
C 3.048 -3.573 -0.961
N -1.339 1.255 -2.669
N -2.203 1.942 0.126
C -0.808 5.027 3.139
N 1.978 1.932 -0.410
C 3.408 3.819 -0.148
H 0.088 -7.529 -1.682
C 1.306 4.025 -1.530
H -3.142 -2.031 -1.089
C 3.630 -4.809 -1.627
H 4.713 -4.808 -1.478
H -4.371 0.126 4.489
```

Output
Energy relative to the best compared isomer or geometry (same formula, charge and spin) = 36.5 kcal per mole
2S+1 = 2
LUMO energy (spin up / spin down) = -6.1 / -6.3 eV
Orbital gap (spin up / spin down) = 6.8 / 7.0 eV
Net charge = +2

These are the Mulliken partial charges, in e, on atoms 1 to 4: atom 1 (H): 0.28, atom 2 (C): -0.52, atom 3 (H): 0.16, atom 4 (C): -1.59

Strongest force on any atom / hartree/bohr: 0.029, 0.084, 0.009, 0.029
Electronic energy / eV: -128732.31168, -84213.16660, -120871.16497, -66126.76653